The following is a DFT calculation (the ωB97M-V functional and the def2-TZVPD basis) of a 2-piece molecular cluster, C10H15ClN overall at a distorted geometry.

Properties
net charge = +1
energy relative to the best compared isomer or geometry (same formula, charge and spin) = 2.6772 eV
energy = -904.620073 Ha

XYZ file:
```
27
Properties=species:S:1:pos:R:3:forces:R:3:nbo_charge:R:1
C 2.456956 3.921911 0.199437 2.9927 3.7507 -3.5361 -0.17
C 1.689270 3.336357 1.107230 -1.2277 -0.9193 2.4148 -0.24
C 2.278397 3.682884 -1.154492 -0.7092 -1.7082 -2.1227 -0.21
C 0.717593 2.450128 0.704584 0.6804 0.8611 0.2734 0.02
C 1.294592 2.697015 -1.519086 2.6227 1.5623 0.8253 0.04
C -0.323327 -0.637015 1.221765 0.1423 -0.3442 1.3617 -0.60
C -2.338299 -1.903438 0.328773 -1.4699 -0.0193 -0.2009 -0.63
C -0.073844 -2.505832 -0.525832 -0.6916 0.9747 -0.6482 -0.57
C -0.978632 -0.259321 -1.001565 -3.4316 -1.5059 0.6548 0.26
C -0.959434 -1.338515 -0.018458 -1.2300 0.2307 -0.3506 -0.22
N 0.616265 2.140658 -0.576365 -2.7200 -1.8811 1.3552 -0.50
Cl -2.399518 0.183467 -1.768494 1.3567 -0.1189 0.2648 0.27
H 3.203670 4.785242 0.333450 -1.0451 -1.7208 0.7432 0.25
H 1.860324 3.538888 2.142151 -0.1816 0.1151 0.5681 0.23
H 2.922229 4.085324 -1.972292 -0.6334 -0.0184 1.0626 0.24
H 0.046377 2.031207 1.452633 0.0592 -0.0340 -0.3845 0.19
H 1.124751 2.196641 -2.445824 0.3256 0.5811 -1.1224 0.20
H -1.044375 -0.184263 1.970331 0.3602 -1.2545 -0.8729 0.25
H 0.328370 -1.439256 1.650235 -0.5589 0.9792 0.2475 0.25
H 0.268034 0.246633 1.020765 0.5705 -0.4993 -0.5496 0.24
H -3.060244 -2.192007 -0.466127 1.0315 0.3020 -0.2503 0.24
H -2.292563 -2.825362 0.899050 0.4429 0.1258 0.4323 0.25
H -2.916428 -1.163228 0.885306 0.1544 -0.0568 0.2606 0.23
H -0.146178 -3.206342 0.265094 -0.6052 -1.3433 0.2669 0.25
H -0.383185 -2.792810 -1.544044 0.1422 -0.4620 0.7292 0.24
H 0.944996 -2.275773 -0.484306 1.6942 0.7906 -0.5129 0.23
H -0.187183 0.410041 -1.025000 1.9288 1.6128 -0.9094 0.25
```
Positions in Å, forces in eV/Å.



The following is a DFT calculation (the ωB97M-V functional and the def2-TZVPD basis) of an isolated ion of composition C10H15ClN3 and charge +1 at a distorted geometry.

Properties
2S+1 = 3
net charge = +1
energy relative to the best compared isomer or geometry (same formula, charge and spin) = 0.1772 eV
energy = -1014.019858 Ha

XYZ file:
```
29
Properties=species:S:1:pos:R:3:forces:R:3:nbo_charge:R:1
C 2.694713 1.721246 -1.279734 -0.4875 0.2894 0.4302 -0.20
C 1.586509 0.790582 -1.297681 0.8412 -0.0977 -1.5944 -0.38
C 3.164847 2.121669 -0.056054 0.3157 0.0636 -0.8233 -0.07
C 1.818151 0.648495 1.136023 -2.2049 -2.6539 -0.2681 -0.15
C 1.250337 0.210829 -0.096874 -0.7812 0.1025 1.6128 0.16
C -1.892412 -1.884927 0.639309 0.1327 -2.0066 0.7527 -0.46
C -2.444307 -0.836876 -0.295754 -0.7681 2.5737 0.4575 -0.43
C -0.396054 -1.571428 0.911336 -2.5415 1.8241 0.5713 -0.22
C -1.287687 0.209201 -0.238574 -1.3123 0.4685 -1.3631 -0.08
C -1.377516 1.282537 0.816007 1.5468 -1.6199 2.6885 -0.39
N 2.732953 1.590113 1.116538 0.1672 0.3130 -2.2757 -0.03
N 0.061356 -1.410017 -1.384823 -1.0716 -0.8687 -0.9073 -0.63
N -0.108471 -0.652699 -0.189255 4.2795 0.3567 0.4017 -0.08
Cl -0.266301 2.694020 0.608081 -1.3671 -0.3355 -0.0001 0.00
H 3.126609 2.154683 -2.222313 -0.4521 -0.5159 1.2926 0.26
H 1.204519 0.408557 -2.252951 0.1377 0.3612 0.6731 0.27
H 3.958824 2.779952 0.026059 1.5271 1.2718 0.0166 0.24
H 1.524001 0.346728 2.114535 -0.5788 -0.4863 0.4219 0.25
H -2.450805 -2.029884 1.560897 0.0115 0.4080 0.1284 0.26
H -1.821925 -2.903936 0.264174 -0.7597 -0.0294 -0.6133 0.23
H -2.566547 -1.077650 -1.355507 -0.0592 -0.5124 0.3008 0.23
H -3.418091 -0.260123 -0.048939 1.4730 -1.4305 0.0821 0.26
H -0.330702 -0.918293 1.745681 0.4104 -0.1871 1.3285 0.21
H 0.151129 -2.459494 0.970157 1.4070 -0.8311 -0.0510 0.24
H -1.307715 0.693502 -1.178758 0.4981 0.6779 -1.0907 0.26
H -1.161676 0.809129 1.871995 -0.3054 1.1688 -1.8807 0.22
H -2.408717 1.528850 0.856736 -0.7423 1.0042 -0.0760 0.25
H 0.819088 -2.092573 -1.202711 -0.6939 0.4844 -0.2001 0.39
H -0.854105 -1.892207 -1.537604 1.3774 0.2072 -0.0149 0.38
```
Positions in Å, forces in eV/Å.



The following is a DFT calculation (the ωB97M-V functional and the def2-TZVPD basis) of an isolated ion of composition C10H15IN4 and charge +2 at a distorted geometry.

Properties
SMILES = C[NH2+][C@@H]1CN=C(C([N+]#CI)=C(C)C)C=N1
net charge = +2
energy relative to the best compared isomer or geometry (same formula, charge and spin) = 0.3864 eV
energy = -906.027823 Ha

XYZ file:
```
30
Properties=species:S:1:pos:R:3:forces:R:3:nbo_charge:R:1
C -2.607576 3.401699 0.279104 -1.9513 0.1170 0.5164 -0.42
N -2.169031 2.275254 -0.509251 1.4517 -1.7748 -1.2766 -0.50
C -1.059160 1.404048 0.037051 -0.6047 -2.9857 1.6867 0.06
C 0.318789 1.977040 0.196384 -1.5531 3.2886 -1.8737 -0.30
N 1.395214 1.133312 0.316699 1.0853 -3.3835 0.2633 -0.28
C 1.257343 -0.063268 -0.149870 -0.9230 1.8766 -0.1888 0.16
C 2.366981 -0.959454 -0.060359 -0.8269 -3.3394 0.2597 -0.02
N 3.517422 -0.385385 -0.327428 7.6097 2.2139 -0.3189 -0.26
C 4.671354 -0.100451 -0.403221 -4.4659 -0.5025 0.3219 0.26
I 6.455139 0.684685 -0.221363 0.2920 -0.0332 -0.1387 0.60
C 2.412078 -2.312186 0.176357 -0.6237 -0.4212 -0.5676 0.23
C 3.633070 -3.150809 0.157205 0.0747 -0.5892 1.0335 -0.68
C 1.186492 -3.128152 0.422615 -1.8128 -0.1649 -3.2714 -0.68
C 0.136360 -0.271018 -1.087461 -1.1142 0.4757 0.8718 0.08
N -0.932019 0.394788 -1.043570 -1.2205 1.4280 1.3567 -0.40
H -1.797951 4.078609 0.195617 0.4536 1.1554 0.2074 0.23
H -3.547666 3.796811 -0.198026 0.9890 -0.2003 0.8464 0.27
H -2.721965 3.086246 1.314808 -0.3812 0.2246 -0.0472 0.24
H -1.778410 2.724190 -1.342286 -0.1714 -0.6217 -0.4711 0.44
H -2.825056 1.525091 -0.844756 0.0082 1.1896 0.3580 0.47
H -1.468445 0.940197 1.084276 0.8282 0.9473 -2.5257 0.24
H 0.500821 2.566049 -0.752107 0.0046 -0.0294 0.7004 0.22
H 0.374168 2.658159 1.001860 -0.0746 1.0253 0.8613 0.25
H 4.547841 -2.634011 -0.076786 0.2492 -0.0512 -1.0358 0.23
H 3.865563 -3.340051 1.237401 -0.5579 -0.5639 -0.5548 0.28
H 3.410581 -4.133821 -0.384192 0.7308 1.4710 0.7812 0.28
H 0.396006 -2.939655 -0.457253 1.6010 -0.3091 1.7877 0.25
H 1.289078 -4.230295 0.443877 0.5003 0.7797 0.0144 0.27
H 0.691219 -2.837857 1.292850 -0.8541 0.5649 1.5973 0.26
H 0.081301 -0.811785 -1.976018 1.2570 -1.7875 -1.1936 0.24
```
Positions in Å, forces in eV/Å.



The following is a DFT calculation (the ωB97M-V functional and the def2-TZVPD basis) of C10H15IrN2O10PS2Se as an isolated structure.

Properties
net charge = -1
energy relative to the best compared isomer or geometry (same formula, charge and spin) = 0.4717 eV
energy = -4895.711752 Ha

XYZ file:
```
42
Properties=species:S:1:pos:R:3:forces:R:3:nbo_charge:R:1
Ir -0.947751 -1.401362 0.004209 -0.1031 0.5276 -0.0262 1.02
C 2.977467 -0.836919 4.081332 0.0021 0.0018 -0.0101 -0.64
C 2.489426 -2.024848 3.282738 -0.0220 -0.0219 0.0006 -0.06
O 2.685361 -1.832050 1.865595 0.0052 -0.0054 0.0344 -0.82
P 1.796790 -0.849871 0.997921 0.0432 0.2751 0.4157 1.71
S 1.340963 -1.614318 -0.757509 -0.1707 -0.1945 -0.3829 -0.43
S 0.064917 -0.321362 1.874258 0.1299 -0.1393 -0.0558 -0.45
O 2.828734 0.377641 0.880941 0.0024 -0.0486 0.0885 -0.83
C 2.436989 1.547805 0.149760 0.0022 -0.0166 -0.0161 -0.07
C 3.682969 2.203624 -0.396320 -0.0024 -0.0022 -0.0022 -0.62
H 2.900534 -1.058054 5.147282 -0.0012 -0.0016 -0.0008 0.21
H 2.371908 0.046295 3.874683 0.0021 0.0006 -0.0018 0.22
H 4.016903 -0.611287 3.841749 0.0029 -0.0016 0.0045 0.21
H 1.432815 -2.223860 3.463448 -0.0005 -0.0064 -0.0016 0.21
H 3.061179 -2.921376 3.514115 -0.0057 -0.0052 -0.0055 0.19
H 1.904600 2.210087 0.836049 0.0042 0.0024 0.0036 0.18
H 1.758657 1.260291 -0.659198 0.0042 0.0031 0.0028 0.20
H 4.370682 2.452945 0.412008 -0.0003 0.0019 -0.0010 0.21
H 3.420195 3.120631 -0.926164 0.0009 -0.0011 0.0008 0.21
H 4.190164 1.533847 -1.090155 0.0000 0.0004 -0.0011 0.22
C -1.339890 2.340077 0.227908 -0.0162 0.0538 -0.0356 -0.66
C -1.589289 1.541000 -0.996429 0.2176 -0.1482 -0.0041 0.41
N -1.334028 0.253007 -1.163725 -0.1598 0.0886 0.0188 -0.43
C -1.834159 -0.108360 -2.390282 -0.0748 -0.0580 0.0436 0.03
C -2.340292 0.992708 -3.009327 -0.0290 -0.0683 -0.0006 -0.01
N -2.173708 2.017326 -2.114048 0.0155 0.0717 -0.0168 -0.48
C -2.975039 1.240865 -4.321309 0.1025 -0.0461 -0.1517 0.77
O -3.109716 0.203279 -5.114367 0.0087 0.0377 0.0108 -0.67
O -3.309541 2.367452 -4.621888 -0.0517 0.0099 0.0602 -0.62
C -1.945279 -1.562943 -2.702474 0.3992 0.1793 -0.0481 0.78
O -2.302366 -1.908359 -3.836699 -0.1209 0.0195 -0.0578 -0.68
O -1.635807 -2.321729 -1.736259 -0.1703 -0.2269 0.0367 -0.63
H -0.276003 2.522635 0.367334 -0.0051 -0.0012 0.0168 0.24
H -1.695880 1.784258 1.092923 -0.0125 0.0147 0.0131 0.27
H -1.861711 3.294870 0.171682 -0.0011 -0.0013 -0.0196 0.22
H -2.480815 2.958831 -2.299140 0.0067 0.0108 0.0138 0.44
H -2.770157 -0.656260 -4.686173 -0.0542 -0.0449 0.1141 0.52
O -3.217594 -2.950491 2.960025 0.0738 0.0984 0.0934 -1.03
Se -2.850286 -2.887407 1.401699 -0.0714 0.3058 -0.1897 2.71
O -3.741857 -3.802367 0.438936 -0.0770 -0.0895 0.0361 -1.02
O -1.180360 -3.122031 1.126171 0.1818 0.0424 -0.0873 -1.00
O -2.819708 -1.254237 0.808704 -0.0551 -0.6169 0.1081 -1.01
```
Positions in Å, forces in eV/Å.



Question: What is the energy in the fourth record?
Answer: -4895.711752 Ha



Question: energy relative to the best compared isomer or geometry (same formula, charge and spin) of number 4 (C10H15IrN2O10PS2Se)?
Answer: 0.4717 eV